[1]
ORCA calculation (the ωB97M-V functional and the def2-TZVPD basis) on C53H51BrCsN7O5S as an isolated structure.

## Properties
energy = -157883.7056 eV
LUMO = 3.5 eV
HOMO level = -1.88 eV
energy relative to the best compared isomer or geometry (same formula, charge and spin) = 215.9 kJ/mol

```
! wB97M-V def2-TZVPD RIJCOSX def2/J DEFGRID3
* xyz -2 1
Cs 0.38 0.50 0.47
O 0.89 6.05 -3.00
C 0.05 6.35 -1.95
C -0.41 7.65 -1.77
C -1.27 7.96 -0.73
C -1.67 6.95 0.14
C -1.20 5.66 -0.05
C -0.33 5.33 -1.08
C 0.04 3.83 -1.22
O -0.42 3.05 -0.29
N 1.58 3.81 -1.32
N 2.19 2.64 -1.31
C 3.32 2.50 -1.89
C 4.06 1.25 -1.89
Br 3.23 -0.17 -0.95
C 5.22 1.14 -2.56
C 6.15 0.02 -2.75
C 6.30 -1.06 -1.88
C 7.21 -2.07 -2.14
C 8.01 -2.03 -3.28
C 7.89 -0.96 -4.15
C 6.97 0.05 -3.88
H 0.96 6.83 -3.56
H -0.09 8.43 -2.46
H -1.63 8.98 -0.61
H -2.36 7.18 0.95
H -1.50 4.84 0.59
H -0.27 3.56 -2.26
H 1.97 4.50 -1.97
H 3.78 3.33 -2.43
H 5.50 2.04 -3.10
H 5.71 -1.11 -0.97
H 7.30 -2.90 -1.45
H 8.71 -2.83 -3.48
H 8.50 -0.90 -5.04
H 6.88 0.89 -4.57
C -3.90 -3.90 -4.86
C -3.98 -2.71 -3.90
C -3.30 -1.48 -4.42
C -3.93 -0.73 -5.41
C -3.38 0.44 -5.91
C -2.17 0.88 -5.40
C -1.50 0.17 -4.41
C -0.19 0.66 -3.84
C 1.03 -0.13 -4.33
C -2.06 -1.03 -3.92
N -1.39 -1.64 -2.87
C -0.97 -2.85 -2.90
C -0.25 -3.50 -1.87
C 0.28 -4.81 -1.92
C 0.97 -4.99 -0.73
C 0.83 -3.77 -0.03
N 0.10 -2.88 -0.69
H -4.43 -4.77 -4.47
H -2.86 -4.19 -5.03
H -4.33 -3.64 -5.83
H -3.54 -3.00 -2.94
H -5.03 -2.48 -3.71
H -4.90 -1.07 -5.79
H -3.90 1.01 -6.68
H -1.73 1.80 -5.77
H -0.25 0.58 -2.76
H -0.07 1.72 -4.10
H 0.99 -1.15 -3.97
H 1.95 0.32 -3.96
H 1.06 -0.14 -5.43
H -1.09 -3.45 -3.82
H 0.15 -5.51 -2.74
H 1.51 -5.87 -0.41
H 1.27 -3.53 0.93
O -0.69 -1.16 2.73
C 0.20 -1.61 3.74
C 1.69 -1.31 3.23
O 2.61 -1.49 4.04
O 1.72 -0.93 2.03
C -0.10 -0.83 5.01
C -1.13 -1.24 5.85
C -1.47 -0.50 6.98
C -0.77 0.66 7.29
C 0.27 1.07 6.46
C 0.60 0.34 5.33
C 0.11 -3.11 3.94
C -0.60 -3.90 3.04
C -0.62 -5.28 3.18
C 0.05 -5.89 4.23
C 0.75 -5.11 5.14
C 0.78 -3.73 5.00
H -0.11 -1.17 1.94
H -1.67 -2.14 5.61
H -2.28 -0.83 7.62
H -1.03 1.23 8.17
H 0.81 1.98 6.69
H 1.41 0.66 4.69
H -1.11 -3.43 2.21
H -1.15 -5.88 2.45
H 0.04 -6.97 4.33
H 1.29 -5.58 5.96
H 1.35 -3.12 5.69
N -7.08 0.37 0.32
C -5.68 0.25 0.31
C -4.88 1.12 1.03
C -3.51 0.94 1.01
N -2.91 -0.03 0.33
C -3.68 -0.87 -0.36
C -5.06 -0.78 -0.40
H -7.41 1.29 0.53
H -7.54 -0.04 -0.48
H -5.32 1.94 1.59
H -2.85 1.62 1.54
H -3.15 -1.64 -0.91
H -5.64 -1.48 -0.99
S -1.51 4.02 3.98
C -0.17 4.44 2.98
C 0.36 3.33 2.43
N -0.24 2.15 2.80
C -1.23 2.35 3.60
H 0.11 5.47 2.83
H 1.18 3.30 1.73
H -1.84 1.57 4.04
*
```

Atom charges from the Mulliken analysis, given in e for atoms 1 to 99: 1.941, -0.558, 1.369, -0.877, -0.413, -1.008, -0.471, -0.355, 0.416, -0.359, -0.347, 0.188, -0.915, 0.925, -0.212, -0.967, 0.879, -0.411, -0.689, -0.355, -0.509, -0.520, 0.294, 0.223, 0.363, 0.384, 0.490, -0.296, 0.297, 0.169, 0.218, 0.439, 0.379, 0.354, 0.342, 0.303, -1.340, -0.760, 0.863, -0.417, -0.948, -0.786, 0.583, 0.284, -0.930, -0.591, 0.357, 0.332, -0.270, -0.933, -1.543, -0.263, 0.378, 0.383, 0.311, 0.356, 0.176, 0.486, 0.398, 0.365, 0.405, -0.207, 0.347, 0.186, 0.154, 0.294, 0.001, 0.431, 0.427, 0.699, -0.211, 3.430, -0.252, -0.805, -0.630, -0.607, -0.267, -0.842, -0.421, -0.821, -0.316, -0.540, -0.500, -0.703, -0.360, -0.903, -0.169, -0.932, 0.462, 0.381, 0.381, 0.397, 0.465, 0.494, 0.416, 0.364, 0.348, 0.460, -0.591



[2]
ORCA calculation (the ωB97M-V functional and the def2-TZVPD basis) on C53H52ClN6O7SiTl as an isolated structure.

## Properties
energy = -104173.8819 eV
LUMO = -0.8 eV
HOMO level = -8.11 eV
energy relative to the best compared isomer or geometry (same formula, charge and spin) = 0.0 kJ/mol

```
! wB97M-V def2-TZVPD RIJCOSX def2/J DEFGRID3
* xyz 0 1
Tl 0.42 -0.28 0.08
O 1.80 4.70 -1.52
C 1.98 4.71 -0.20
C 1.96 5.96 0.44
C 2.13 6.06 1.80
C 2.34 4.92 2.58
C 2.36 3.69 1.96
C 2.18 3.55 0.58
C 2.11 2.20 0.01
O 2.18 1.17 0.75
N 1.95 2.10 -1.32
N 1.55 0.87 -1.66
C 1.73 0.44 -2.85
C 1.17 -0.86 -3.23
C 1.34 -1.36 -4.52
C 0.76 -2.57 -4.85
C 0.04 -3.25 -3.88
C -0.06 -2.69 -2.62
N 0.49 -1.53 -2.29
H 1.78 3.76 -1.81
H 1.80 6.84 -0.17
H 2.11 7.03 2.27
H 2.48 4.99 3.65
H 2.52 2.78 2.53
H 2.27 1.03 -3.58
H 1.91 -0.79 -5.24
H 0.87 -2.98 -5.84
H -0.44 -4.19 -4.09
H -0.60 -3.20 -1.83
C -0.58 -1.46 1.59
Si 0.24 -3.08 1.99
C 2.09 -2.68 1.95
N 2.67 -2.33 0.66
C 3.84 -1.47 0.85
C 4.44 -1.04 -0.48
C 4.82 -2.26 -1.32
C 3.62 -3.20 -1.45
C 3.04 -3.53 -0.08
C -0.40 -4.43 0.86
C 0.07 -5.74 0.96
C -0.44 -6.76 0.18
C -1.45 -6.49 -0.74
C -1.94 -5.20 -0.85
C -1.42 -4.18 -0.06
C -0.13 -3.57 3.77
C 0.38 -2.79 4.81
C 0.14 -3.13 6.14
C -0.62 -4.25 6.44
C -1.15 -5.02 5.42
C -0.90 -4.68 4.10
H -0.57 -0.79 2.44
H -1.57 -1.47 1.14
H 2.67 -3.46 2.47
H 2.16 -1.79 2.59
H 4.61 -2.02 1.43
H 3.55 -0.60 1.43
H 5.30 -0.40 -0.30
H 3.70 -0.45 -1.02
H 5.64 -2.79 -0.84
H 5.17 -1.95 -2.31
H 3.91 -4.12 -1.95
H 2.85 -2.72 -2.06
H 3.80 -4.09 0.50
H 2.16 -4.17 -0.18
H 0.86 -5.97 1.67
H -0.06 -7.77 0.28
H -1.86 -7.28 -1.35
H -2.74 -4.98 -1.56
H -1.84 -3.18 -0.15
H 0.97 -1.91 4.60
H 0.54 -2.51 6.93
H -0.81 -4.51 7.48
H -1.75 -5.89 5.65
H -1.34 -5.29 3.31
O -3.84 4.05 1.71
C -3.28 3.82 2.88
O -3.69 4.30 3.91
C -2.09 2.91 2.88
C -1.40 2.51 4.02
Cl -1.70 2.99 5.62
N -0.39 1.68 3.64
N -0.38 1.55 2.30
C -1.38 2.25 1.84
C -1.60 2.23 0.36
O -2.62 2.77 -0.11
O -0.72 1.65 -0.33
C 0.66 1.01 4.35
C 0.62 0.72 5.71
C 1.69 0.07 6.30
C 2.80 -0.31 5.57
C 2.83 -0.03 4.21
C 1.76 0.61 3.60
H -3.38 3.55 0.97
H -0.24 0.97 6.31
H 1.64 -0.15 7.36
H 3.63 -0.81 6.04
H 3.68 -0.31 3.61
H 1.81 0.85 2.54
C -6.57 -1.65 -5.73
C -5.49 -1.25 -4.77
C -4.41 -0.48 -5.19
C -3.42 -0.08 -4.30
C -2.27 0.75 -4.81
C -3.51 -0.49 -2.96
C -2.41 -0.11 -2.06
O -2.10 -0.72 -1.05
C -4.60 -1.25 -2.51
C -4.78 -1.66 -1.07
C -5.57 -1.61 -3.43
H -6.25 -1.50 -6.77
H -7.47 -1.04 -5.57
H -6.85 -2.69 -5.60
H -4.33 -0.18 -6.23
H -2.41 0.97 -5.86
H -1.31 0.22 -4.70
H -2.18 1.69 -4.27
H -1.83 0.78 -2.33
H -4.48 -0.87 -0.38
H -4.18 -2.54 -0.83
H -5.83 -1.91 -0.89
H -6.42 -2.19 -3.09
*
```

Atom charges from the Mulliken analysis, given in e for atoms 1 to 99: 2.852, -0.717, 0.578, -0.727, -0.400, -1.022, -0.204, 0.174, -0.120, -0.120, -2.054, 1.028, -1.453, 1.131, -0.700, -1.040, -0.732, -0.628, 1.805, 0.476, 0.455, 0.386, 0.473, 0.508, 0.467, 0.561, 0.465, 0.585, -0.269, -1.823, -0.131, -0.350, 1.613, -0.142, 0.026, -1.353, 0.164, -0.727, 0.357, -0.106, -0.775, -0.901, 0.322, -0.901, 0.268, 0.240, -0.684, -0.669, -0.768, -0.417, 0.122, 1.150, 0.479, -0.835, 0.519, -0.625, 0.491, -0.347, 0.400, 0.503, 0.486, -0.456, 0.368, 0.038, 0.470, 0.425, 0.407, 0.568, 0.088, 0.064, 0.420, 0.386, 0.418, 0.299, -0.599, 0.517, -0.625, -0.588, 0.059, -0.171, 0.074, 0.967, 0.023, 0.565, -0.974, -0.346, 0.046, -0.756, -1.165, -0.709, -1.179, 1.945, 0.412, 0.439, 0.489, 0.456, 0.294, -0.018, -1.552